ORCA calculation (wB97M-V/def2-TZVPD) on a structure of composition C36H26Cl5NP2S3SbTi.

```
75
Properties=species:S:1:pos:R:3:lowdin_charge:R:1
Ti 0.7844 -1.6577 -1.5749 0.047
C -2.3224 -1.1643 0.1437 -0.285
P -1.9460 0.6428 -0.0350 1.099
C -3.2394 1.2219 -1.1951 -0.388
C -3.0938 2.5111 -1.7091 -0.124
C -4.0159 3.0327 -2.6056 -0.114
C -5.0884 2.2570 -3.0236 -0.115
C -5.2309 0.9639 -2.5402 -0.109
C -4.3175 0.4516 -1.6285 -0.091
C -2.6236 1.2591 1.5639 -0.337
C -1.8970 0.9538 2.7210 -0.105
C -2.3252 1.3915 3.9650 -0.092
C -3.4746 2.1629 4.0813 -0.119
C -4.1960 2.4844 2.9412 -0.111
C -3.7773 2.0333 1.6946 -0.091
C -1.2589 -1.8236 0.9593 -0.429
C -1.3527 -2.3974 2.2147 -0.096
C -0.0402 -2.8178 2.5625 -0.076
C 0.7651 -2.4633 1.4992 -0.425
C 2.2423 -2.6134 1.2681 -0.251
P 2.6732 -1.0829 0.3319 1.016
C 2.4596 0.1607 1.6597 -0.344
C 1.5097 1.1663 1.5248 -0.105
C 1.3134 2.0962 2.5403 -0.095
C 2.0673 2.0296 3.7010 -0.104
C 3.0189 1.0272 3.8480 -0.096
C 3.2097 0.0999 2.8354 -0.103
C 4.4783 -1.1573 0.1147 -0.361
C 4.9836 -2.3041 -0.5034 -0.132
C 6.3411 -2.4218 -0.7568 -0.080
C 7.2099 -1.3967 -0.4056 -0.111
C 6.7114 -0.2470 0.1904 -0.112
C 5.3507 -0.1269 0.4451 -0.106
N 0.0321 -1.8479 0.5233 -0.090
H -2.3424 -1.5767 -0.8695 0.028
H -3.3051 -1.3110 0.5968 0.090
H -2.2309 3.1019 -1.4170 0.104
H -3.8739 4.0284 -3.0085 0.098
H -5.7905 2.6457 -3.7513 0.096
H -6.0462 0.3423 -2.8896 0.098
H -4.4351 -0.5636 -1.2716 0.095
H -0.9965 0.3569 2.6479 0.091
H -1.7492 1.1324 4.8456 0.099
H -3.8034 2.5127 5.0531 0.088
H -5.0954 3.0850 3.0171 0.090
H -4.3633 2.2860 0.8197 0.092
H -2.2545 -2.4916 2.8035 0.084
H 0.2770 -3.3217 3.4637 0.078
H 2.4792 -3.4728 0.6318 0.076
H 2.8058 -2.7001 2.1988 0.085
H 0.8968 1.2097 0.6335 0.030
H 0.5536 2.8596 2.4248 0.102
H 1.9100 2.7505 4.4950 0.092
H 3.6070 0.9644 4.7563 0.093
H 3.9523 -0.6805 2.9553 0.106
H 4.3386 -3.1131 -0.8233 -0.015
H 6.6946 -3.3174 -1.2526 0.096
H 8.2703 -1.4840 -0.6137 0.088
H 7.3799 0.5644 0.4547 0.088
H 4.9727 0.7804 0.9027 0.096
S 3.8758 -5.1501 -2.3305 -0.425
Sb 2.2462 -3.9568 -3.4628 0.156
S 0.3013 -3.8754 -1.9116 -0.106
S 2.6520 -1.5893 -3.0608 -0.166
Cl -2.5214 -2.3358 -3.4121 0.648
C -1.7938 -0.7646 -3.6117 -0.689
C -0.6663 -0.4331 -2.8612 -0.283
C -0.2296 0.8718 -3.0600 -0.718
Cl 1.1484 1.3815 -2.1166 0.656
C -0.8100 1.7896 -3.9200 -0.721
Cl -0.2210 3.4120 -4.0418 0.643
C -1.9144 1.3959 -4.6697 -0.719
Cl -2.6613 2.5068 -5.7609 0.648
C -2.4114 0.1098 -4.5082 -0.705
Cl -3.7968 -0.3734 -5.4269 0.646
```

For the total energy, the calculation gives -182599.228 eV. As for the highest occupied orbital energy (alpha / beta): -1.372 / -1.506 eV. The spin multiplicity is 2. The orbital gap (alpha / beta) comes out at 0.1919 / 0.1969 Ha. Its net charge is -2. Its molar mass is 977.65 g/mol. Its relative energy (zero: lowest compared OMol25 entry of this formula, charge and spin) is 1.5 kcal/mol. The calculation puts the LUMO energy (alpha / beta) at 3.85 / 3.85 eV.